# 1
{"formula": "C4H9FN", "method": "the ωB97M-V functional and the def2-TZVPD basis", "homo_energy_ev": -16.1157, "total_charge": 1, "gap_ev": 11.817, "species": ["C", "C", "C", "C", "N", "F", "H", "H", "H", "H", "H", "H", "H", "H", "H"], "xyz": [[0.99272, 0.12134, 0.17237], [1.71398, -1.75420, -0.29745], [-0.79037, 1.77124, 0.53933], [-1.30839, -0.30544, -0.37009], [-0.22096, 0.45155, 0.18307], [1.96045, 0.68922, 0.77944], [1.59455, -2.44800, 0.58684], [0.88364, -1.96325, -1.08763], [2.66177, -1.40016, -0.65725], [-0.00781, 2.42656, 0.96850], [-1.71551, 1.69664, 1.16899], [-1.07948, 2.25002, -0.51618], [-1.19289, -0.42986, -1.45153], [-2.26632, 0.13716, -0.14674], [-1.22538, -1.24282, 0.12834]], "forces_ev_per_angstrom": [[1.936, -6.325, -0.055], [-4.496, 2.444, -0.378], [0.334, 2.404, -1.561], [0.219, -1.833, -1.094], [-1.158, 2.959, 0.429], [-0.210, 1.776, 0.187], [0.444, 1.319, -0.840], [2.116, -0.006, 1.184], [0.338, -0.394, -0.032], [-0.623, -0.413, 0.013], [1.190, -0.154, -0.495], [0.427, -0.942, 2.380], [-0.084, 0.039, 0.208], [0.054, 0.206, 0.065], [-0.488, -1.080, -0.010]]}

***

# 2
{"formula": "C4H9FN2O", "method": "the ωB97M-V functional and the def2-TZVPD basis", "homo_energy_ev": -8.8306, "gap_ev": 9.864, "species": ["C", "N", "N", "C", "C", "F", "O", "C", "H", "H", "H", "H", "H", "H", "H", "H", "H"], "xyz": [[-1.04125, -2.60961, 0.20044], [-1.47875, -1.22507, 0.05650], [-0.58171, -0.38707, 0.81757], [0.10310, 0.35544, 0.02539], [-0.02046, 0.38358, -1.48240], [0.81265, 1.32662, -2.02546], [1.01542, 1.20113, 0.48762], [1.17179, 1.22639, 1.90185], [-1.81135, -3.28632, -0.22059], [-0.12869, -2.76866, -0.33661], [-0.87829, -2.88714, 1.25802], [-2.37666, -1.14358, 0.56332], [0.25725, -0.59755, -1.89010], [-1.03307, 0.59499, -1.75800], [1.46635, 0.23457, 2.26656], [0.24713, 1.49258, 2.37100], [1.96420, 1.96256, 2.08440]], "forces_ev_per_angstrom": [[-0.913, -0.484, 0.538], [-0.789, 0.043, 0.440], [0.440, 0.461, -0.632], [-0.387, -0.348, 0.446], [0.490, -0.675, 0.220], [0.168, 0.257, -0.132], [-0.017, -0.019, -0.143], [0.926, -0.214, -0.039], [0.358, 0.422, 0.159], [0.580, -0.049, -0.346], [0.013, 0.071, -0.298], [0.686, -0.057, -0.457], [-0.115, 0.195, 0.088], [-0.596, 0.128, -0.170], [-0.012, 0.230, -0.061], [-0.502, 0.268, 0.335], [-0.331, -0.230, 0.051]]}

***

# 3
{"formula": "C4H9FNO7S2", "method": "the ωB97M-V functional and the def2-TZVPD basis", "homo_energy_ev": -5.6806, "total_charge": -1, "gap_ev": 8.622, "species": ["C", "O", "C", "S", "O", "O", "N", "S", "O", "O", "C", "C", "O", "F", "H", "H", "H", "H", "H", "H", "H", "O", "H", "H"], "xyz": [[2.65214, -2.70323, 0.64699], [2.79798, -1.33141, 1.00588], [2.78307, -0.47257, -0.11184], [1.89684, 1.10525, 0.16016], [1.84136, 1.84632, -1.09863], [2.71387, 1.85931, 1.11376], [0.39441, 0.93648, 0.86356], [-0.33237, -0.48812, 0.49878], [-0.08979, -1.53613, 1.48921], [-0.15474, -0.94356, -0.88210], [-2.14356, -0.10942, 0.66645], [-2.33745, 1.33722, 0.15174], [-2.63799, 2.20895, 0.85435], [-2.16550, 1.58329, -1.19650], [3.63705, -3.22251, 0.52836], [2.06683, -3.17897, 1.47248], [2.02537, -2.85157, -0.26947], [2.38674, -0.92031, -1.04953], [3.84836, -0.18680, -0.32401], [-2.66613, -0.85133, 0.02701], [-2.43030, -0.17599, 1.73109], [-5.06281, 2.62976, -2.22412], [-4.37105, 1.98672, -2.02739], [-4.65232, 3.47862, -2.02622]], "forces_ev_per_angstrom": [[-0.788, -0.682, 0.417], [-0.383, -0.124, -0.981], [0.997, -0.359, -0.703], [0.346, 3.277, 0.974], [-0.358, -1.692, 0.074], [-0.559, -1.213, 0.038], [0.258, -2.314, -1.279], [0.602, -0.411, 0.354], [-0.523, 0.779, -0.409], [-0.108, 0.518, 0.586], [0.719, 0.795, -1.143], [0.284, -1.953, -0.376], [-0.637, 1.879, 0.976], [-0.102, -0.791, 0.792], [-0.598, 0.504, 0.038], [0.636, 0.302, -0.573], [0.581, 0.313, 0.605], [-0.090, 0.124, 0.780], [-0.964, 0.407, 0.093], [0.472, 0.413, 0.446], [0.153, 0.227, -0.710], [0.031, -0.003, 0.010], [0.023, 0.105, -0.034], [0.008, -0.101, 0.025]]}

***

Copy entry 1 word for word.
{"formula": "C4H9FN", "method": "the ωB97M-V functional and the def2-TZVPD basis", "homo_energy_ev": -16.1157, "total_charge": 1, "gap_ev": 11.817, "species": ["C", "C", "C", "C", "N", "F", "H", "H", "H", "H", "H", "H", "H", "H", "H"], "xyz": [[0.99272, 0.12134, 0.17237], [1.71398, -1.75420, -0.29745], [-0.79037, 1.77124, 0.53933], [-1.30839, -0.30544, -0.37009], [-0.22096, 0.45155, 0.18307], [1.96045, 0.68922, 0.77944], [1.59455, -2.44800, 0.58684], [0.88364, -1.96325, -1.08763], [2.66177, -1.40016, -0.65725], [-0.00781, 2.42656, 0.96850], [-1.71551, 1.69664, 1.16899], [-1.07948, 2.25002, -0.51618], [-1.19289, -0.42986, -1.45153], [-2.26632, 0.13716, -0.14674], [-1.22538, -1.24282, 0.12834]], "forces_ev_per_angstrom": [[1.936, -6.325, -0.055], [-4.496, 2.444, -0.378], [0.334, 2.404, -1.561], [0.219, -1.833, -1.094], [-1.158, 2.959, 0.429], [-0.210, 1.776, 0.187], [0.444, 1.319, -0.840], [2.116, -0.006, 1.184], [0.338, -0.394, -0.032], [-0.623, -0.413, 0.013], [1.190, -0.154, -0.495], [0.427, -0.942, 2.380], [-0.084, 0.039, 0.208], [0.054, 0.206, 0.065], [-0.488, -1.080, -0.010]]}